1.
Entry from the Open Molecules 2025 dataset: a molecular structure, C4H11NO2Si (ωB97M-V/def2-TZVPD).

```
19
C4H11NO2Si, DFT ωB97M-V/def2-TZVPD
C -0.5500 0.7393 -1.9065
C 1.9531 0.7249 -0.0837
C 0.4302 -1.8979 -0.2573
C -1.1678 0.5995 1.0456
N -1.5421 -0.1633 2.0789
O -0.8093 -0.4099 2.9882
O -2.6269 -0.6933 1.9988
Si 0.1690 -0.0040 -0.3105
H 0.2122 0.6960 -2.6098
H -1.3042 0.1033 -2.3674
H -0.8040 1.7984 -1.8202
H 2.2502 0.6553 0.9195
H 2.8264 0.3040 -0.7356
H 2.0301 1.7719 -0.3174
H -0.2060 -2.5358 -0.8716
H 1.3747 -2.1111 -0.5901
H 0.2864 -2.2380 0.7377
H -0.4719 1.7528 1.5292
H -2.0501 0.9078 0.5723
```

The calculated total energy comes out at -653.4647 Eh. The value obtained for the energy above the lowest of the compared OMol25 structures with the same formula, charge and spin is 158.18 kJ/mol. Its expectation value of S² is 2.01. The spin multiplicity is 3.

Just the natural (NBO) charges please, in e? Sure, here they are: -1.1001, -1.0948, -1.0872, -0.6188, 0.2664, -0.2662, -0.2192, 1.5464, 0.2339, 0.2422, 0.2418, 0.2338, 0.2456, 0.2336, 0.2425, 0.2345, 0.2445, 0.1825, 0.2386

---

2.
Entry from the Open Molecules 2025 dataset: a gas-phase ion, C5H11N2S (charge +1) (ωB97M-V/def2-TZVPD).

```
19
C5H11N2S, DFT ωB97M-V/def2-TZVPD
C -0.5269 0.6900 0.1389
C 1.8871 1.1044 -0.1244
C -0.5819 -0.7981 0.2321
C -1.7978 1.4796 0.3355
C -1.2733 -1.4572 -0.9409
N 0.5526 1.2974 0.0270
N 0.0753 -1.4748 1.1027
S 2.7447 -0.6596 -0.5209
H 2.2679 1.8348 -0.9016
H 2.4101 1.1449 0.9048
H -1.7036 2.5374 0.2836
H -2.0997 1.2771 1.2718
H -2.5591 1.0616 -0.4057
H -2.3887 -1.3105 -0.8294
H -0.9034 -2.4545 -1.1210
H -0.9792 -0.6602 -1.7480
H 0.2976 -2.4895 1.1818
H 0.5605 -1.0687 1.8224
H 4.0177 -0.0543 -0.7087
```

The calculated total energy comes out at -704.4775 Eh. The value obtained for the energy above the lowest of the compared OMol25 structures with the same formula, charge and spin is 296.92 kJ/mol. The total charge is +1.

Just the natural (NBO) charges please, in e? Sure, here they are: 0.2174, -0.2974, 0.4591, -0.6307, -0.6869, -0.3525, -0.6053, -0.2268, 0.2520, 0.2617, 0.2677, 0.2273, 0.2259, 0.2893, 0.2616, 0.2762, 0.4510, 0.4205, 0.1900

---

3.
Entry from the Open Molecules 2025 dataset: a molecular structure, C13H23BF4NPPb (ωB97M-V/def2-TZVPD).

```
44
C13H23BF4NPPb, DFT ωB97M-V/def2-TZVPD
C 3.0481 0.8067 -1.8719
C 1.8307 1.0201 -2.5080
C 0.6399 1.1551 -1.7662
C 0.7118 1.1740 -0.3648
C 1.9199 0.8206 0.2656
C 3.0886 0.6467 -0.4900
C -0.6369 1.3447 -2.5401
C -1.4441 0.0698 -2.9410
N -1.4945 -1.0076 -1.9898
Pb -0.2338 2.7907 1.0156
C 1.9472 0.5832 1.7646
P 0.9477 -0.8112 2.2771
H 1.7750 1.1160 -3.6098
H 4.0113 0.4245 0.0434
H 3.9629 0.7475 -2.4559
H 1.6751 1.4756 2.3648
H 2.9677 0.2946 2.0837
H -1.3318 2.0195 -2.0133
H -0.3845 1.8088 -3.5055
H -2.4981 0.3732 -3.1027
C 1.0087 -1.0360 4.0254
C 1.5301 -2.2613 1.4594
H -1.0579 -0.3337 -3.9038
C -0.4008 -1.9204 -1.8448
C -2.7558 -1.3576 -1.3980
H -0.7376 -0.3246 2.2031
H -0.3916 -2.7011 -2.6250
H 0.5594 -1.3898 -1.8888
H -0.4893 -2.4233 -0.8717
H -3.3658 -2.0042 -2.0489
H -2.5759 -1.8939 -0.4545
H -3.3290 -0.4426 -1.1960
H 2.4390 -2.5737 1.9857
H 0.7970 -3.0716 1.4917
H 1.7601 -2.0864 0.4073
H 2.0289 -1.3908 4.2489
H 0.7976 -0.1044 4.5575
H 0.2845 -1.7998 4.3429
H -0.5945 -0.6508 1.4774
F -2.8045 3.5665 0.9215
B -3.2926 2.5854 1.8757
F -4.1416 3.1648 2.7877
F -3.7169 1.4784 1.1647
F -2.0537 2.1186 2.6269
```

The calculated total energy comes out at -1522.3553 Eh.

Just the natural (NBO) charges please, in e? Sure, here they are: -0.2058, -0.2404, 0.0828, -0.5519, -0.0926, -0.2290, -0.4596, -0.1846, -0.4803, 1.2552, -0.7660, 0.8636, 0.2147, 0.2121, 0.2194, 0.2261, 0.2572, 0.2108, 0.2087, 0.2109, -0.9564, -0.9566, 0.1701, -0.3946, -0.3903, -0.0355, 0.1640, 0.1954, 0.1892, 0.1584, 0.1948, 0.2115, 0.2173, 0.2439, 0.2650, 0.2367, 0.2595, 0.2575, 0.1123, -0.5778, 1.3677, -0.5344, -0.5465, -0.6026

---

4.
Entry from the Open Molecules 2025 dataset: CH2BrP in the gas phase (ωB97M-V/def2-TZVPD).

```
5
CH2BrP, DFT ωB97M-V/def2-TZVPD
C 0.3491 -0.2132 -0.0020
P -0.4889 1.2123 -0.0351
Br 2.1665 -0.4765 -0.0035
H -0.3911 -1.1807 -0.1750
H -1.6357 0.6580 0.2156
```

The calculated total energy comes out at -2954.5917 Eh. The value obtained for the energy above the lowest of the compared OMol25 structures with the same formula, charge and spin is 123.96 kJ/mol.

Just the natural (NBO) charges please, in e? Sure, here they are: -0.7875, 0.4663, 0.1414, 0.2484, -0.0686

---

5.
Entry from the Open Molecules 2025 dataset: C15H21NO4S in the gas phase (ωB97M-V/def2-TZVPD).

```
42
C15H21NO4S, DFT ωB97M-V/def2-TZVPD
C 0.4474 -2.4866 -3.4882
C 0.9444 -2.5653 -2.0490
C 0.0792 -1.7689 -1.0724
H -0.9558 -2.1063 -1.1576
H 0.4163 -1.9675 -0.0527
C 0.1621 -0.2592 -1.3182
N -0.4924 0.5163 -0.2834
C 0.1764 1.0061 0.7958
O -0.3685 1.6274 1.6779
O 1.4933 0.7182 0.7256
C 2.4268 1.1054 1.6760
C 3.7500 0.9736 1.2629
C 4.7785 1.2947 2.1261
C 4.4962 1.7496 3.4041
C 3.1803 1.8753 3.8097
C 2.1376 1.5525 2.9561
H 1.1163 1.6596 3.2794
H 2.9525 2.2273 4.8046
H 5.2997 2.0037 4.0787
H 5.8022 1.1907 1.7993
H 3.9509 0.6171 0.2645
C -1.9372 0.7168 -0.2615
C -2.6381 0.5337 -1.5888
H -2.5276 1.3689 -2.2711
H -2.4089 -0.4086 -2.0753
S -4.3983 0.4129 -1.0851
O -4.9761 -0.7522 -1.6968
O -5.0636 1.6667 -1.2951
C -4.1120 0.1230 0.6962
C -2.6417 -0.2223 0.7393
H -2.4888 -1.2602 0.4403
H -2.2200 -0.0744 1.7335
H -4.7641 -0.6765 1.0295
H -4.3406 1.0507 1.2112
H -2.0991 1.7455 0.0880
H 1.2112 0.0399 -1.3398
H -0.2830 0.0035 -2.2784
H 1.9733 -2.2033 -1.9973
H 0.9464 -3.6107 -1.7335
H 0.5318 -1.4763 -3.8799
H -0.5933 -2.7975 -3.5509
H 1.0364 -3.1433 -4.1237
```

The calculated total energy comes out at -1338.0910 Eh. The value obtained for the energy above the lowest of the compared OMol25 structures with the same formula, charge and spin is 110.75 kJ/mol.

Just the natural (NBO) charges please, in e? Sure, here they are: -0.6095, -0.3926, -0.4078, 0.1923, 0.2122, -0.2163, -0.4461, 0.9017, -0.6526, -0.5294, 0.3631, -0.2742, -0.1973, -0.2258, -0.1909, -0.2909, 0.2570, 0.2162, 0.2147, 0.2162, 0.2199, -0.0447, -0.6662, 0.2581, 0.2425, 2.1574, -0.9435, -0.9376, -0.6491, -0.4267, 0.2116, 0.2489, 0.2561, 0.2464, 0.2372, 0.2296, 0.1987, 0.1963, 0.2071, 0.1986, 0.2036, 0.2155

---

6.
Entry from the Open Molecules 2025 dataset: C5H9N in the gas phase (ωB97M-V/def2-TZVPD).

```
15
C5H9N, DFT ωB97M-V/def2-TZVPD
C -1.3598 -0.0082 0.1533
C 0.7713 1.3853 0.0512
C 0.8923 -0.0647 0.4513
C -2.7853 -0.1170 -0.0763
C 2.1112 -0.7524 -0.1744
N -0.3538 -0.7025 0.1159
H 0.3372 1.5603 -0.9227
H 1.6467 1.9959 0.2364
H 0.9815 -0.1581 1.5424
H -3.0670 0.5651 -0.8774
H -3.3205 0.1820 0.8254
H -3.0821 -1.1337 -0.3513
H 2.0865 -1.8214 0.0305
H 3.0207 -0.3316 0.2486
H 2.1210 -0.5990 -1.2529
```

The calculated total energy comes out at -250.5166 Eh. The value obtained for the energy above the lowest of the compared OMol25 structures with the same formula, charge and spin is 394.59 kJ/mol.

Just the natural (NBO) charges please, in e? Sure, here they are: 0.3584, -0.3188, -0.1414, -0.7277, -0.6049, -0.4559, 0.1680, 0.1641, 0.2052, 0.2439, 0.2439, 0.2265, 0.2202, 0.2107, 0.2077